The following is a DFT calculation (the ωB97M-V functional and the def2-TZVPD basis) of an isolated ion of composition C5H11N2O and charge +1.

- Strongest force on any atom: 4.79 eV/A
- HOMO level: -0.53044 Ha
- Net charge: +1

Geometry (Å):
O: -0.182120 1.941153 1.094243
C: -0.362599 0.753910 1.230739
N: -1.190341 0.376930 2.274211
C: 0.345428 -0.198329 0.371239
N: 0.995787 0.511334 -0.800841
C: 1.081660 -0.496711 -1.914567
C: -0.009751 -1.451800 -1.709888
C: -0.600633 -1.290630 -0.316633
H: -1.746231 -0.393144 2.438005
H: -1.747635 1.240037 2.475513
H: 1.113800 -0.806354 1.106885
H: 0.316613 1.302974 -1.054703
H: 1.831225 1.022380 -0.702502
H: 1.235423 -0.014283 -2.958970
H: 2.088110 -0.964402 -1.804677
H: 0.351904 -2.510836 -1.880200
H: -0.816266 -1.362281 -2.573117
H: -1.611405 -0.982834 -0.308963
H: -0.921328 -2.176974 0.229853

Atoms 1-2, force components in eV/Å:
O 0.4954 0.7552 -1.0013
C -1.3153 0.7027 1.8504

=====

The following is a DFT calculation (the ωB97M-V functional and the def2-TZVPD basis) of an isolated ion of composition C5H11N2O and charge +1.

- Strongest force on any atom: 5.02 eV/A
- HOMO level: -0.52825 Ha
- Net charge: +1

Geometry (Å):
C: 3.528784 0.807174 -0.346529
C: 1.472715 -0.207761 -0.216045
C: -1.775522 -0.459753 1.374362
C: -1.716555 -0.289631 -1.187927
C: 0.099027 0.514885 0.339102
N: 2.620875 0.250069 0.319739
N: -0.998415 -0.439842 0.205501
O: 1.262082 -1.023927 -1.075012
H: 4.419175 1.105894 0.138947
H: 3.317147 1.025119 -1.541567
H: -2.038477 0.548342 1.693572
H: -2.793196 -0.937869 1.176521
H: -1.322321 -0.932572 2.322861
H: -2.332524 0.638645 -1.175637
H: -0.930684 -0.325954 -1.905856
H: -2.335399 -1.081948 -1.330144
H: -0.167573 1.396958 -0.158864
H: 0.246588 0.793648 1.433279
H: -0.555728 -1.381477 -0.066297

Atoms 1-2, force components in eV/Å:
C -1.6604 0.3941 -3.7331
C -3.1568 1.8355 -0.4428

=====

The following is a DFT calculation (the ωB97M-V functional and the def2-TZVPD basis) of an isolated ion of composition C5H11N2O and charge +1.

- Strongest force on any atom: 5.77 eV/A
- HOMO level: -0.50229 Ha
- Net charge: +1

Geometry (Å):
C: 1.268609 1.463316 -0.027782
C: -0.196935 1.428299 -0.367776
C: 0.031722 -0.686862 0.771094
C: 0.651738 -1.959565 0.719193
C: -1.918672 -0.347907 -0.664244
N: 2.006403 2.448816 -0.315286
N: -0.478362 0.030727 -0.419757
O: 1.641479 0.353971 0.584070
H: -0.798110 1.876377 0.483109
H: -0.351712 1.879948 -1.366860
H: -0.496658 -0.502417 1.647981
H: 1.134475 -2.071518 1.705019
H: 1.395547 -1.947676 -0.160303
H: -0.088068 -2.817084 0.618480
H: -1.961947 -1.506956 -0.532075
H: -2.554499 0.129566 0.118311
H: -1.996972 0.095248 -1.670182
H: 2.825788 2.488848 0.174836
H: -0.113824 -0.355130 -1.297827

Atoms 1-2, force components in eV/Å:
C 0.9773 1.1733 -0.0103
C 0.1633 1.9584 0.2730

=====

The following is a DFT calculation (the ωB97M-V functional and the def2-TZVPD basis) of an isolated ion of composition C5H11N2O and charge +1.

- Strongest force on any atom: 4.96 eV/A
- HOMO level: -0.49169 Ha
- Net charge: +1

Geometry (Å):
C: 0.391720 -0.233017 2.468619
C: -0.201120 -0.400470 1.189629
C: 0.022033 0.659027 -0.156347
C: 0.968071 -0.998943 -1.599828
C: -1.065042 1.752257 0.063086
N: -0.113409 -0.167067 -1.206257
N: 1.121681 0.052726 3.317768
O: 1.072685 -2.118607 -0.743434
H: 0.139502 -1.419371 0.749124
H: -1.271678 -0.343858 1.110084
H: 0.994582 1.204453 0.028162
H: 0.880282 -1.273186 -2.608574
H: -1.085589 2.182569 1.012694
H: -2.114797 1.490122 0.048896
H: -1.083121 2.436692 -0.796715
H: -0.973094 -0.645837 -1.265193
H: 1.677956 0.337357 4.112827
H: 1.933578 -0.454110 -1.449226
H: 1.664277 -2.818696 -1.115203

Atoms 1-2, force components in eV/Å:
C 1.0063 1.1374 -0.3751
C 0.3686 -1.6652 -1.1264

=====

The following is a DFT calculation (the ωB97M-V functional and the def2-TZVPD basis) of a 2-piece molecular cluster, C5H11N2O overall.

- Strongest force on any atom: 2.12 eV/A
- HOMO level: -0.48833 Ha
- Net charge: +1

Geometry (Å):
C: 1.643008 -0.728455 -1.957082
C: 0.853353 0.182104 -1.030574
C: -0.549396 -0.253800 -0.761445
C: -1.132376 -1.332792 -0.167619
N: -2.489337 -1.269717 -0.438397
C: -2.746072 -0.200553 -1.185457
N: -1.608910 0.496566 -1.262889
H: 2.013053 -0.164311 -2.814602
H: 1.068672 -1.474616 -2.531249
H: 2.335514 -1.408670 -1.466731
H: 0.961501 1.222897 -1.321693
H: 1.328206 0.110280 -0.042348
H: -0.716194 -2.004612 0.556428
H: -3.144186 -1.911597 -0.047434
H: -3.734429 0.201224 -1.331752
H: -1.432908 1.153781 -2.008016
H: 2.920169 2.703657 6.506539
H: 2.100235 1.879438 5.564216
O: 2.330095 2.799180 5.740097

Atoms 1-2, force components in eV/Å:
C -0.6250 -1.0994 -1.7050
C 0.4714 -0.8578 1.6741

=====

The following is a DFT calculation (the ωB97M-V functional and the def2-TZVPD basis) of an isolated ion of composition C5H11N2O and charge +1.

- Strongest force on any atom: 6.35 eV/A
- HOMO level: -0.50079 Ha
- Net charge: +1

Geometry (Å):
C: 1.784057 -0.101477 0.032570
C: -1.296488 -0.461749 -1.096381
C: -0.759789 0.597178 -0.639551
C: -2.261476 -1.205971 -0.361624
C: -1.035893 1.014956 0.857642
N: 1.554718 0.949566 -0.647608
N: 2.892186 -0.309986 0.590698
O: 0.316938 1.446634 -1.187437
H: -1.243145 -0.770378 -2.170933
H: 1.587296 -1.177403 -0.049315
H: -2.712352 -2.099892 -0.936463
H: -3.121988 -0.703368 0.177310
H: -1.742284 -1.616109 0.510123
H: -0.037448 1.177728 1.401879
H: -1.344858 0.274053 1.539188
H: -1.528711 2.029161 0.919762
H: 2.214524 1.761328 -0.676715
H: 3.120949 -1.179973 1.134807
H: 3.613768 0.375703 0.602051

Atoms 1-2, force components in eV/Å:
C -0.9261 -3.0962 -1.5382
C -0.8100 -0.9893 -5.1201

=====

The following is a DFT calculation (the ωB97M-V functional and the def2-TZVPD basis) of an isolated ion of composition C5H11N2O and charge +1.

- Strongest force on any atom: 1.70 eV/A
- HOMO level: -0.50484 Ha
- Net charge: +1

Geometry (Å):
O: 1.293700 -0.722813 1.840376
C: 0.900501 0.207089 2.496575
C: -0.059711 1.249913 1.978053
C: -0.972044 0.889419 0.762941
C: -0.766504 -0.312234 -0.189507
N: -0.070803 -0.996688 -2.986919
C: 0.834424 -1.000050 -1.995165
N: 0.553029 -0.633371 -0.778824
H: 1.442416 0.474459 3.422683
H: -0.692529 1.660652 2.763174
H: 0.576219 2.022863 1.532073
H: -1.016636 1.732315 0.065458
H: -2.031802 0.736463 0.972073
H: -0.995973 -1.225012 0.378365
H: -1.430050 -0.275294 -1.051037
H: -0.795487 -0.299415 -2.892236
H: 0.237032 -1.072787 -3.954461
H: 1.820502 -1.353587 -2.255961
H: 1.173718 -1.081924 -0.107660

Atoms 1-2, force components in eV/Å:
O -0.2136 -0.6088 0.0151
C 0.6594 0.9941 -0.3814

=====

The LUMO level results, record by record, are as follows: -3.2; -3.5; -4.7; -3.9; -3.6; -3.9; -3.5 eV.
The orbital gap results, record by record, are as follows: 11.19; 10.86; 8.97; 9.43; 9.71; 9.70; 10.23 eV.
The energy above the lowest of the compared OMol25 structures with the same formula, charge and spin results, record by record, are as follows: 189.32; 306.47; 427.77; 370.80; 113.99; 583.60; 141.23 kJ/mol.